Formula: C24H27CoNOSi
Source: the OMol25 dataset
Level of theory: ωB97M-V with the def2-TZVPD basis set

```
55
Properties=species:S:1:pos:R:3:forces:R:3:mulliken_charge:R:1
Co 0.7208 0.1549 -0.4608 1.0 1.9 4.3 -0.1172
Si -0.0650 3.6532 -1.6961 -1.1 2.2 1.4 0.3661
O 2.2049 0.5015 0.8549 1.2 0.0 0.7 -0.3247
N -0.1381 -0.2630 1.2811 -0.9 -1.5 2.0 0.3968
C 1.0545 -1.3770 -1.7182 -0.3 -0.6 -1.2 -0.3821
C 0.5539 0.7942 -2.3309 0.0 -0.1 -1.6 -0.2263
C -3.2139 5.6808 -3.6093 0.0 -0.1 0.0 -0.5745
C -1.3754 4.9155 -2.2048 -0.4 0.4 -0.1 -0.0218
C -3.3442 6.8482 -2.8548 0.3 -0.2 0.1 -0.4608
C 3.6094 4.8802 -4.4057 -0.3 -0.1 0.3 -0.5490
C 2.4354 5.6330 -4.4597 -0.1 -0.1 0.2 -0.6008
C -1.3015 -0.7116 3.8126 0.3 0.1 -0.4 -0.3391
C -2.2416 4.7220 -3.2980 -0.1 0.5 0.5 -0.1440
C 2.6403 3.5602 -2.6063 -0.2 0.4 -0.6 -0.0956
C -2.0096 -0.9532 2.6327 -0.2 -0.1 -0.2 -0.7335
C 3.6953 3.8390 -3.4778 0.1 -0.1 0.2 -0.5882
C -1.4522 6.1425 -1.5016 -0.4 -0.2 -0.2 -0.2148
C -0.3484 -1.1776 -1.5462 -0.6 -0.7 -1.9 -0.7997
C 1.4204 4.2746 -2.6862 1.0 -0.2 0.2 0.3972
C -1.6044 4.1750 1.3931 -0.8 -0.5 1.1 -1.1064
C -2.4436 7.0838 -1.8122 0.2 -0.2 0.1 -0.6661
C -0.6656 0.1618 -1.9240 -0.4 -0.6 -1.2 -0.3827
C -1.4199 -0.7362 1.3961 0.9 0.4 0.5 -0.1742
C 0.5964 -0.2073 2.4242 -1.2 0.4 -0.6 0.4254
C 0.0320 -0.3424 3.6940 0.3 0.0 -0.3 -0.7987
C 2.0491 0.0856 2.2372 0.3 0.5 -0.4 -0.4182
C 1.3546 5.3417 -3.6172 0.0 -0.4 0.0 -0.4062
C 1.6192 -0.1617 -2.2198 -0.2 -0.4 -0.9 -0.9782
H -0.5391 4.2484 1.6588 -0.4 -0.1 -0.3 0.3029
H 2.7467 2.7536 -1.8761 0.0 0.1 -0.2 0.3477
H -3.0325 -1.3204 2.6651 0.2 0.1 0.0 0.4082
H 2.6529 -0.0140 -2.4884 0.0 0.1 0.0 0.6219
H -0.2956 3.7262 -0.0321 1.6 -0.4 -2.8 -0.2239
H 0.6300 1.8117 -2.7424 0.1 -1.0 0.2 0.8069
H -1.0568 -1.9541 -1.2677 0.2 0.3 0.1 0.6348
H -2.5087 8.0033 -1.2282 0.0 -0.2 -0.2 0.3714
H 0.4404 5.9330 -3.7072 0.3 -0.2 0.1 0.2568
H 2.3495 6.4497 -5.1734 0.0 -0.1 0.2 0.3807
H -1.7744 -0.8347 4.7854 0.1 0.1 -0.2 0.4523
H 3.1451 0.5637 0.6141 -0.4 0.0 0.2 0.2886
H -2.1557 3.8162 -3.8967 -0.1 0.2 0.1 0.3535
H -1.8543 3.3116 0.7506 0.3 0.5 0.3 0.2217
H -0.7421 6.3621 -0.6935 -0.3 -0.1 -0.3 0.5464
H 1.5831 -2.3027 -1.5292 0.0 0.2 0.0 0.5610
H 2.3369 0.9168 2.8894 0.2 -0.2 0.0 0.3862
H -1.6466 0.6368 -1.9206 0.3 -0.2 0.1 0.4370
H 0.6798 -0.1233 4.5399 -0.3 -0.3 0.0 0.4500
H -4.1240 7.5785 -3.0818 0.3 -0.3 0.0 0.3856
H 4.4430 5.1001 -5.0754 -0.3 -0.1 0.2 0.3752
H -1.9276 -0.9828 0.4657 0.0 0.4 0.3 0.4032
H -3.8804 5.5120 -4.4515 0.1 0.0 0.1 0.3868
H 4.5943 3.2270 -3.4331 -0.1 0.2 0.0 0.3650
H 2.6818 -0.7987 2.4302 -0.3 0.3 0.0 0.3115
H -1.9735 5.0953 0.9255 0.1 -0.3 0.3 0.3184
H -2.1236 3.9580 2.3384 -0.1 0.5 -0.1 0.3677
```
Forces are in eV/Å.

Output
* total charge: +1
* HOMO level (alpha / beta): -9.40 / -11.04 eV
* electronic energy: -2732.61858 hartree
* LUMO level (alpha / beta): -3.23 / -3.80 eV
* Kohn-Sham gap (alpha / beta): 0.22697 / 0.26610 hartree
* energy above the lowest of the compared OMol25 structures with the same formula, charge and spin: 0.000 eV
* multiplicity: 5